(1)
Here is a cluster of 2 separate species, C4H8OS in total in a non-equilibrium geometry from OMol25. Energies are from ωB97M-V/def2-TZVPD.

Structure (XYZ):
```
14
Properties=species:S:1:pos:R:3:forces:R:3:lowdin_charge:R:1
C 0.224337 0.293625 -1.109211 1.725 -0.996 0.401 -0.44
C 0.574891 -0.384784 0.162691 -2.311 -0.932 -2.830 -0.21
C 1.140905 1.413648 -1.581330 2.171 -1.498 -1.361 -0.11
C -1.824599 -1.691023 1.470480 -0.834 3.380 -0.126 0.13
O -0.455827 -2.378941 -1.375304 0.478 -0.103 0.009 -0.59
S 0.792091 -1.588300 -1.200209 -1.186 1.397 0.650 0.93
H -0.796287 0.309617 -1.426312 -0.530 -0.237 -0.207 0.10
H 1.321398 -0.070410 0.791550 1.721 0.581 1.513 0.03
H 0.614549 2.319541 -1.391336 0.190 1.052 0.395 0.05
H 1.521864 1.448859 -2.704778 -1.366 -0.474 2.061 0.12
H 2.117170 1.238471 -1.023409 -1.200 1.010 -0.418 0.09
H -1.906861 -1.545489 0.419350 -0.084 -0.380 -0.452 -0.04
H -2.184756 -0.892935 2.136752 0.184 -0.367 -0.471 0.00
H -1.474311 -2.520017 1.939551 1.042 -2.435 0.834 -0.04
```
Forces are in eV/Å.

Total charge   0
Max |F|   3.77 eV/Å
Relative energy (zero: lowest compared OMol25 entry of this formula, charge and spin)   604.3 kJ/mol
HOMO-LUMO gap (spin up / spin down)   9.06 / 7.58 eV



(2)
Here is an isolated molecule of C4H8OS in a non-equilibrium geometry from OMol25. Energies are from ωB97M-V/def2-TZVPD.

Structure (XYZ):
```
14
Properties=species:S:1:pos:R:3:forces:R:3:lowdin_charge:R:1
C 2.023550 -0.325638 0.292714 -1.570 -1.256 0.307 -0.09
C 0.682971 -0.303872 -0.568812 2.449 2.808 0.558 -0.67
C -1.767273 -0.388153 0.364658 0.654 0.875 2.634 -0.50
C -1.377615 0.951406 -0.225197 4.881 -1.004 2.826 -0.14
H 2.486898 -1.077218 -0.301902 1.998 -0.325 0.247 0.05
H 2.375689 0.678536 0.307628 0.853 0.641 -1.093 0.05
H 2.073700 -0.508143 1.414966 -1.049 -0.664 -1.440 0.10
H 1.074770 -0.201717 -1.717278 -1.292 -0.705 2.424 0.15
H -1.567978 -0.454570 1.570526 -1.481 0.778 -2.939 0.14
H -2.741224 -0.651726 -0.027760 -0.348 -0.326 0.611 0.07
H -1.406283 1.743718 0.467124 -1.564 1.323 0.303 0.10
H -1.483160 1.109197 -1.233254 -1.360 0.422 -2.227 0.09
O 0.200447 0.965191 -0.132110 -3.071 -0.978 -0.834 -0.24
S -0.574496 -1.537010 -0.211299 0.899 -1.589 -1.376 0.89
```
Forces are in eV/Å.

Total charge   0
Max |F|   5.73 eV/Å
Relative energy (zero: lowest compared OMol25 entry of this formula, charge and spin)   248.4 kJ/mol
SMILES   C[C@@H]1OCCS1
HOMO-LUMO gap   9.49 eV



(3)
Here is an isolated molecule of C4H8OS in a non-equilibrium geometry from OMol25. Energies are from ωB97M-V/def2-TZVPD.

Structure (XYZ):
```
14
Properties=species:S:1:pos:R:3:forces:R:3:lowdin_charge:R:1
C -1.092724 -0.711169 -1.639333 -0.627 -2.650 0.069 -0.05
C -0.276193 -0.955332 -0.312540 -0.624 1.944 -0.963 -0.41
C 1.018794 -1.658880 -0.509439 1.358 -0.705 -0.306 -0.08
C 0.058430 0.429589 0.179249 -0.285 -1.373 0.602 -0.93
H -2.075518 -0.246802 -1.488647 0.563 0.454 0.200 0.08
H -1.403288 -1.721719 -2.018915 0.391 0.582 0.257 0.09
H -0.534831 -0.286076 -2.470069 0.136 0.415 0.362 0.08
H -0.857716 -1.485510 0.432823 -0.294 0.221 0.006 0.12
H 0.859090 -2.686828 -0.734952 -0.336 -0.884 -0.821 0.07
H 1.668840 -1.775477 0.353679 -0.255 0.650 0.622 0.09
H 1.649947 -1.198059 -1.263973 -0.137 -0.023 -0.301 0.09
H 0.883717 1.957372 -0.152574 0.414 0.367 -0.442 0.09
O 0.769571 1.141046 -0.668858 0.106 0.553 -0.256 0.02
S -0.287291 0.980591 1.649117 -0.410 0.448 0.971 0.74
```
Forces are in eV/Å.

Total charge   0
Max |F|   2.72 eV/Å
Relative energy (zero: lowest compared OMol25 entry of this formula, charge and spin)   30.8 kJ/mol
SMILES   CC(C)C(O)=S
HOMO-LUMO gap   9.58 eV



(4)
Here is the ion C4H8OS with charge +1 in a non-equilibrium geometry from OMol25. Energies are from ωB97M-V/def2-TZVPD.

Structure (XYZ):
```
14
Properties=species:S:1:pos:R:3:forces:R:3:lowdin_charge:R:1
O -2.487438 0.150900 1.198796 0.819 -3.480 -1.032 0.06
C -2.016964 -0.878366 0.690798 1.065 6.010 -0.784 -0.16
C -0.850464 -0.797112 -0.349988 -0.826 2.144 -0.178 -0.11
C -0.109880 0.609773 -0.468469 -0.128 -0.932 -0.880 -0.17
C 1.414801 0.315850 -0.273732 0.963 -1.108 -1.221 -0.48
S 2.550610 1.644828 0.191640 -0.809 -0.610 -0.706 1.19
H -2.114208 -1.887002 0.902488 -1.470 -2.163 1.183 0.10
H -1.144439 -1.204950 -1.327544 0.163 -0.012 0.371 0.13
H -0.166148 -1.420983 0.145654 1.086 -1.399 0.140 0.07
H -0.277725 1.207032 -1.426893 0.303 -1.142 1.178 0.15
H -0.390626 1.235685 0.309240 -1.151 1.086 1.573 0.07
H 1.686305 0.117034 -1.281790 0.852 -0.287 -0.978 0.06
H 1.770515 -0.635272 0.260332 -0.887 1.496 0.010 0.14
H 2.135661 1.542580 1.429467 0.021 0.398 1.327 -0.05
```
Forces are in eV/Å.

Total charge   +1
Max |F|   6.15 eV/Å
Relative energy (zero: lowest compared OMol25 entry of this formula, charge and spin)   59.4 kJ/mol
2S+1   2
HOMO-LUMO gap (spin up / spin down)   9.26 / 4.15 eV